This record from the Open Molecules 2025 dataset describes 10 unconnected molecules or ions with the total composition C84H121Br2N14 at a distorted geometry. The level of theory is wB97M-V/def2-TZVPD.

Cartesian coordinates (Å):
C: 10.523 -9.758 -15.384
C: 9.306 -9.480 -16.261
C: 8.645 -8.233 -15.746
N: 7.317 -7.736 -16.418
C: 7.261 -6.136 -16.349
C: 6.928 -5.685 -14.903
C: 5.629 -6.356 -14.428
C: 5.711 -7.889 -14.390
C: 6.137 -8.483 -15.731
C: 7.263 -8.131 -17.940
H: 11.090 -10.630 -15.710
H: 10.262 -9.957 -14.345
H: 11.229 -8.928 -15.383
H: 8.650 -10.350 -16.226
H: 9.656 -9.421 -17.292
H: 9.356 -7.462 -16.042
H: 8.550 -8.226 -14.660
H: 8.198 -5.683 -16.672
H: 6.473 -5.839 -17.042
H: 7.812 -5.800 -14.275
H: 6.900 -4.598 -14.828
H: 5.318 -6.035 -13.434
H: 4.818 -6.040 -15.083
H: 6.430 -8.221 -13.641
H: 4.751 -8.264 -14.037
H: 6.115 -9.573 -15.758
H: 5.284 -8.167 -16.332
H: 8.122 -7.726 -18.475
H: 6.297 -7.727 -18.242
H: 7.230 -9.220 -17.954
C: -0.476 -9.404 -15.132
C: 0.470 -8.436 -14.289
C: -0.254 -7.112 -13.974
N: 0.563 -6.136 -13.048
C: 1.990 -5.763 -13.518
C: 2.076 -4.829 -14.786
C: 1.232 -3.586 -14.709
C: -0.240 -3.884 -14.235
C: -0.349 -4.813 -12.984
C: 0.638 -6.697 -11.614
H: -1.004 -8.980 -15.986
H: -1.193 -9.751 -14.387
H: 0.068 -10.278 -15.489
H: 1.312 -8.183 -14.933
H: 0.860 -8.855 -13.362
H: -1.113 -7.307 -13.331
H: -0.560 -6.632 -14.904
H: 2.542 -6.692 -13.662
H: 2.495 -5.320 -12.660
H: 1.721 -5.386 -15.653
H: 3.137 -4.582 -14.807
H: 1.161 -3.130 -15.696
H: 1.632 -2.904 -13.958
H: -0.872 -4.129 -15.088
H: -0.636 -2.923 -13.905
H: -1.350 -4.973 -12.582
H: 0.094 -4.187 -12.209
H: -0.299 -7.030 -11.168
H: 0.974 -5.842 -11.028
H: 1.380 -7.492 -11.692
C: 1.448 -10.683 -10.344
N: 1.799 -11.309 -9.037
C: 2.537 -10.696 -8.135
C: 2.985 -11.388 -6.990
C: 2.615 -12.692 -6.725
C: 1.886 -13.334 -7.738
C: 1.496 -12.631 -8.876
C: 3.159 -13.335 -5.456
C: 2.423 -14.407 -4.932
C: 2.852 -15.200 -3.859
N: 4.062 -14.882 -3.298
C: 4.812 -13.789 -3.662
C: 4.368 -12.980 -4.707
C: 4.573 -15.704 -2.221
H: 0.434 -11.002 -10.585
H: 2.288 -10.815 -11.027
H: 1.409 -9.617 -10.117
H: 2.661 -9.650 -8.375
H: 3.544 -10.803 -6.275
H: 1.774 -14.387 -7.524
H: 1.021 -13.175 -9.679
H: 1.459 -14.724 -5.301
H: 2.349 -16.055 -3.430
H: 5.610 -13.566 -2.969
H: 5.069 -12.233 -5.049
H: 4.353 -16.764 -2.342
H: 4.150 -15.386 -1.268
H: 5.629 -15.502 -2.041
C: 4.311 -6.906 -5.705
N: 4.109 -5.698 -6.558
C: 3.547 -5.907 -7.767
C: 3.631 -4.921 -8.788
C: 4.344 -3.741 -8.528
C: 4.764 -3.509 -7.161
C: 4.629 -4.476 -6.178
C: 4.824 -2.747 -9.574
C: 4.945 -3.144 -10.956
C: 5.457 -2.184 -11.903
N: 5.885 -0.980 -11.451
C: 5.812 -0.562 -10.157
C: 5.173 -1.392 -9.248
C: 6.531 -0.049 -12.408
H: 4.179 -7.856 -6.223
H: 3.491 -6.920 -4.987
H: 5.299 -6.828 -5.252
H: 3.241 -6.895 -8.080
H: 3.157 -5.038 -9.751
H: 5.335 -2.634 -6.888
H: 5.064 -4.488 -5.190
H: 4.705 -4.176 -11.166
H: 5.515 -2.478 -12.941
H: 5.985 0.500 -10.067
H: 5.032 -1.089 -8.222
H: 5.874 0.821 -12.409
H: 6.618 -0.583 -13.354
H: 7.526 0.253 -12.082
C: 9.037 -2.429 -8.108
N: 8.667 -1.588 -6.928
C: 7.961 -0.452 -7.064
C: 7.623 0.334 -5.916
C: 8.041 -0.082 -4.682
C: 8.772 -1.263 -4.586
C: 9.110 -1.995 -5.712
C: 7.662 0.652 -3.447
C: 7.556 2.056 -3.470
C: 7.117 2.842 -2.426
N: 6.756 2.243 -1.255
C: 6.894 0.843 -1.151
C: 7.303 0.060 -2.199
C: 6.317 2.936 -0.036
H: 9.762 -3.222 -7.924
H: 9.446 -1.787 -8.889
H: 8.161 -2.932 -8.517
H: 7.707 -0.143 -8.067
H: 7.144 1.270 -6.165
H: 9.087 -1.478 -3.576
H: 9.716 -2.888 -5.682
H: 7.923 2.448 -4.407
H: 7.207 3.919 -2.424
H: 6.679 0.335 -0.222
H: 7.306 -1.020 -2.192
H: 5.943 2.221 0.697
H: 5.562 3.687 -0.268
H: 7.197 3.430 0.376
C: 6.907 5.160 -13.186
N: 7.249 3.877 -13.887
C: 8.391 3.221 -13.515
C: 8.775 2.068 -14.185
C: 7.988 1.513 -15.165
C: 6.704 2.089 -15.393
C: 6.364 3.322 -14.780
C: 8.436 0.263 -15.873
C: 8.144 0.019 -17.270
C: 8.630 -1.120 -17.906
N: 9.391 -1.977 -17.239
C: 9.585 -1.845 -15.886
C: 9.118 -0.752 -15.221
C: 9.966 -3.139 -17.894
H: 6.659 4.900 -12.157
H: 6.247 5.813 -13.756
H: 7.838 5.724 -13.116
H: 9.069 3.600 -12.765
H: 9.737 1.606 -14.023
H: 6.132 1.565 -16.145
H: 5.404 3.771 -14.985
H: 7.564 0.742 -17.826
H: 8.482 -1.310 -18.959
H: 10.170 -2.592 -15.371
H: 9.333 -0.722 -14.163
H: 9.828 -2.930 -18.955
H: 9.363 -4.039 -17.776
H: 11.010 -3.249 -17.600
C: -5.142 6.322 -14.633
N: -4.071 5.391 -14.415
C: -3.443 4.705 -15.416
C: -2.412 3.905 -15.143
C: -1.982 3.731 -13.799
C: -2.666 4.402 -12.739
C: -3.739 5.264 -13.106
C: -0.835 2.937 -13.341
C: 0.451 3.275 -13.635
C: 1.514 2.452 -13.345
N: 1.279 1.290 -12.644
C: 0.086 0.922 -12.264
C: -1.015 1.765 -12.583
C: 2.302 0.216 -12.662
H: -5.281 7.023 -13.810
H: -6.041 5.724 -14.781
H: -4.916 6.874 -15.545
H: -3.890 4.880 -16.384
H: -1.922 3.364 -15.939
H: -2.385 4.249 -11.708
H: -4.442 5.647 -12.381
H: 0.755 4.210 -14.081
H: 2.559 2.683 -13.488
H: -0.036 0.100 -11.574
H: -1.972 1.484 -12.170
H: 3.187 0.700 -13.076
H: 1.966 -0.648 -13.236
H: 2.372 0.144 -11.577
C: 7.972 -5.055 -0.796
C: 7.172 -5.241 -2.048
N: 6.658 -6.597 -2.034
C: 5.920 -7.236 -1.080
C: 5.782 -8.569 -1.363
N: 6.430 -8.748 -2.602
C: 7.058 -7.574 -2.913
C: 6.527 -9.992 -3.158
H: 8.940 -5.529 -0.958
H: 7.571 -5.474 0.126
H: 8.218 -4.010 -0.608
H: 7.802 -5.051 -2.917
H: 6.359 -4.519 -2.118
H: 5.516 -6.664 -0.259
H: 5.299 -9.468 -1.010
H: 7.624 -7.383 -3.813
H: 5.613 -10.580 -3.246
H: 7.062 -10.621 -2.447
H: 7.044 -9.869 -4.110
Br: 0.856 -7.874 -6.684
Br: 4.851 -1.958 -3.896

Output
Molar mass, g mol⁻¹: 1486.8
Charge: +10
HOMO (spin up / spin down), hartree: -0.790 / -0.789
E, Ha: -9183.332028
⟨S²⟩: 0.78
Multiplicity: 2